## w
Below is a 2-piece molecular cluster, C4H13ClSi2 overall, with properties calculated with wB97M-V/def2-TZVPD.

Properties
* HOMO energy: -0.27702 hartree
* gap between HOMO and LUMO: 7.20 eV

Structure (ORCA input):
```
! RIJCOSX wB97M-V def2-TZVPD def2/J DEFGRID3
* xyz 0 1
C 2.09798 2.33466 -0.76504
C 0.14654 -2.79689 -0.69830
C 1.80487 1.36530 0.40490
C 0.55109 -1.72404 0.28351
Si -3.37332 0.68002 0.58318
Si 2.05542 -0.55397 -0.23557
Cl -2.78534 -1.16997 0.58012
H 3.03475 2.26571 -1.34618
H 1.30346 2.37249 -1.55121
H 1.98213 3.43642 -0.40018
H 0.74242 -3.73905 -0.48665
H -0.90307 -3.10827 -0.35953
H 0.17916 -2.60458 -1.79762
H 0.72893 1.54217 0.71590
H 2.53178 1.34315 1.21901
H 0.71821 -2.18519 1.30979
H -0.32706 -1.04138 0.56590
H -2.33374 1.46748 0.09047
H -4.72336 1.02473 -0.03721
H -3.43086 1.09122 1.92471
*
```

Löwdin atomic charge list, values in e, 5 entries: atom 1 (C): -0.253, atom 2 (C): -0.248, atom 3 (C): -0.456, atom 4 (C): -0.539, atom 5 (Si): 0.106

## x
Below is a 2-piece molecular cluster, C4H13ClSi2 overall, with properties calculated with wB97M-V/def2-TZVPD.

Properties
* HOMO energy: -0.26896 hartree
* gap between HOMO and LUMO: 7.13 eV

Structure (ORCA input):
```
! RIJCOSX wB97M-V def2-TZVPD def2/J DEFGRID3
* xyz 0 1
C -2.65232 -0.79848 1.25135
C 0.07313 2.39901 -0.73778
C -1.51052 -1.42739 0.45087
C -1.22545 1.62984 -1.01999
Si 4.18799 -1.49247 -0.01825
Si -0.90052 -0.35956 -1.10499
Cl 2.44995 -0.32195 -0.51542
H -2.97332 -1.59295 1.85192
H -2.29623 -0.11574 2.02892
H -3.33188 -0.22168 0.66524
H 0.10005 3.35232 -1.20290
H -0.02536 2.51403 0.39889
H 0.93244 1.73165 -1.01954
H -2.00719 -2.41128 0.19593
H -0.74128 -1.66420 1.18973
H -1.48648 1.79296 -2.10397
H -2.09380 2.09705 -0.42616
H 4.82996 -1.31071 -1.31040
H 5.11008 -0.89215 0.99804
H 3.56074 -2.90826 0.42848
*
```

Löwdin atomic charge list, values in e, 5 entries: atom 1 (C): -0.222, atom 2 (C): -0.225, atom 3 (C): -0.462, atom 4 (C): -0.489, atom 5 (Si): 0.293

Most stable of them? w.